No. 1
{
  "formula": "C29H37F6N4O",
  "method": "ωB97M-V/def2-TZVPD",
  "homo_ev": -9.508,
  "homo_lumo_gap_ev": 3.99,
  "e_tot_ha": -2020.3822,
  "charge": 1,
  "species": ["C", "N", "C", "C", "C", "N", "C", "C", "O", "C", "C", "C", "C", "H", "H", "H", "H", "H", "H", "H", "H", "H", "H", "H", "H", "H", "H", "H", "H", "H", "H", "C", "N", "C", "C", "F", "F", "F", "C", "C", "C", "C", "C", "C", "C", "C", "C", "N", "C", "C", "C", "F", "F", "F", "C", "C", "C", "C", "H", "H", "H", "H", "H", "H", "H", "H", "H", "H", "H", "H", "H", "H", "H", "H", "H", "H", "H"],
  "xyz": [[-3.41, -3.79, -1.80], [-3.28, -4.05, -0.40], [-2.83, -5.37, 0.00], [-1.31, -5.54, -0.03], [-0.61, -4.22, 0.22], [0.76, -4.24, 0.08], [1.45, -5.53, 0.12], [2.93, -5.30, 0.35], [3.48, -4.33, -0.56], [2.84, -3.05, -0.49], [1.34, -3.15, -0.70], [-1.28, -3.06, 0.53], [-2.75, -2.98, 0.46], [-4.00, -2.87, -1.95], [-2.45, -3.66, -2.34], [-3.93, -4.65, -2.25], [-3.16, -5.49, 1.05], [-3.35, -6.09, -0.64], [-1.02, -6.29, 0.72], [-1.03, -5.93, -1.02], [1.05, -6.11, 0.96], [1.28, -6.11, -0.80], [3.08, -4.98, 1.40], [3.50, -6.22, 0.14], [3.04, -2.57, 0.49], [3.30, -2.46, -1.30], [1.13, -3.29, -1.79], [0.86, -2.20, -0.41], [-0.73, -2.17, 0.84], [-3.12, -2.01, 0.08], [-3.18, -3.17, 1.46], [3.52, 5.68, -3.46], [3.30, 4.27, -3.64], [3.35, 3.78, -5.01], [1.99, 3.88, -5.63], [1.95, 3.48, -6.93], [1.09, 3.11, -4.93], [1.52, 5.17, -5.57], [2.86, 3.48, -2.61], [3.53, 2.29, -2.22], [3.04, 1.53, -1.18], [1.78, 1.84, -0.56], [1.35, 1.04, 0.55], [0.28, 1.30, 1.45], [-0.01, 0.35, 2.49], [-1.04, 0.54, 3.38], [-1.92, 1.65, 3.23], [-3.00, 1.89, 4.07], [-4.33, 1.50, 3.68], [-2.89, 2.74, 5.25], [-3.02, 4.21, 4.95], [-3.16, 4.97, 6.07], [-1.91, 4.66, 4.27], [-4.10, 4.46, 4.13], [-1.69, 2.56, 2.17], [-0.53, 2.48, 1.43], [1.05, 2.93, -1.12], [1.66, 3.83, -1.96], [3.81, 5.87, -2.42], [4.34, 6.00, -4.11], [2.63, 6.29, -3.69], [4.03, 4.43, -5.58], [3.65, 2.73, -5.02], [4.48, 2.05, -2.72], [3.62, 0.68, -0.81], [1.95, 0.16, 0.76], [0.63, -0.53, 2.58], [-1.24, -0.17, 4.19], [-4.27, 0.63, 3.01], [-4.89, 1.23, 4.58], [-4.87, 2.30, 3.14], [-3.71, 2.48, 5.92], [-1.91, 2.60, 5.70], [-2.44, 3.34, 2.01], [-0.25, 3.35, 0.84], [-0.01, 3.06, -0.89], [1.19, 4.79, -2.23]],
  "lowdin_charge": [-0.11, -0.25, -0.18, -0.11, -0.24, -0.10, -0.15, -0.18, -0.13, -0.20, -0.14, -0.04, -0.20, 0.08, 0.08, 0.09, 0.12, 0.12, 0.12, 0.13, 0.13, 0.13, 0.13, 0.13, 0.12, 0.12, 0.14, 0.09, 0.08, 0.12, 0.12, -0.04, -0.15, -0.03, -0.53, 0.14, 0.11, 0.11, -0.21, 0.02, 0.01, -0.17, 0.11, -0.17, 0.00, 0.03, -0.21, -0.17, -0.05, -0.04, -0.53, 0.13, 0.10, 0.11, 0.03, 0.02, 0.01, 0.03, 0.11, 0.10, 0.09, 0.15, 0.15, 0.13, 0.13, 0.13, 0.13, 0.13, 0.10, 0.10, 0.09, 0.14, 0.15, 0.14, 0.10, 0.12, 0.14]
}


No. 2
{
  "formula": "C29H37FNO15P",
  "method": "ωB97M-V/def2-TZVPD",
  "homo_ev": -9.286,
  "homo_lumo_gap_ev": 8.27,
  "smiles": "CC(=O)N(C)CCCCc1cc(P(=O)(O)O)c(F)c2c1C(=O)C=CC2=O.C[C@@H]1COC(=O)O1.C[C@@H]1COC(=O)O1.C[C@@H]1COC(=O)O1",
  "e_tot_ha": -2751.9920,
  "charge": 0,
  "species": ["C", "C", "O", "N", "C", "C", "C", "C", "C", "C", "C", "C", "P", "O", "O", "O", "C", "F", "C", "C", "C", "O", "C", "C", "C", "O", "H", "H", "H", "H", "H", "H", "H", "H", "H", "H", "H", "H", "H", "H", "H", "H", "H", "H", "H", "C", "C", "C", "O", "C", "O", "O", "H", "H", "H", "H", "H", "H", "C", "C", "C", "O", "C", "O", "O", "H", "H", "H", "H", "H", "H", "C", "C", "C", "O", "C", "O", "O", "H", "H", "H", "H", "H", "H"],
  "xyz": [[-0.02, -5.26, -4.21], [0.19, -4.06, -3.32], [-0.37, -3.95, -2.25], [1.06, -3.08, -3.84], [2.48, -3.54, -3.74], [0.86, -1.78, -3.18], [1.53, -0.67, -3.96], [1.24, 0.74, -3.42], [-0.13, 0.94, -2.75], [-0.21, 0.47, -1.32], [0.74, 0.92, -0.40], [0.72, 0.55, 0.94], [1.98, 1.16, 2.07], [1.49, 1.48, 3.41], [3.17, 0.09, 2.02], [2.62, 2.43, 1.35], [-0.29, -0.29, 1.36], [-0.34, -0.66, 2.64], [-1.25, -0.78, 0.49], [-1.21, -0.38, -0.85], [-2.31, -0.92, -1.72], [-2.78, -0.32, -2.66], [-2.85, -2.25, -1.33], [-2.85, -2.62, -0.06], [-2.32, -1.71, 0.97], [-2.73, -1.72, 2.11], [-0.99, -5.70, -3.99], [0.77, -5.99, -4.03], [0.03, -4.97, -5.26], [2.53, -4.52, -3.26], [2.92, -3.61, -4.73], [3.05, -2.84, -3.14], [-0.22, -1.62, -3.11], [1.23, -1.83, -2.15], [1.28, -0.77, -5.01], [2.61, -0.82, -3.89], [2.04, 1.07, -2.76], [1.26, 1.42, -4.27], [-0.93, 0.52, -3.35], [-0.32, 2.01, -2.71], [1.51, 1.59, -0.75], [2.87, -0.79, 1.79], [3.29, 2.20, 0.70], [-3.27, -2.86, -2.12], [-3.26, -3.57, 0.25], [-1.81, 1.55, 3.93], [-2.37, 2.14, 5.19], [-2.85, 1.15, 6.23], [-3.86, 1.89, 6.92], [-4.37, 2.80, 6.05], [-5.34, 3.46, 6.24], [-3.60, 2.86, 4.93], [-1.68, 2.33, 3.17], [-0.84, 1.10, 4.12], [-2.48, 0.79, 3.52], [-1.67, 2.85, 5.63], [-2.07, 0.84, 6.92], [-3.31, 0.27, 5.77], [-5.68, 0.79, 1.51], [-5.01, 1.99, 0.89], [-5.74, 2.65, -0.26], [-4.67, 3.22, -1.02], [-3.56, 2.48, -0.78], [-2.53, 2.56, -1.37], [-3.78, 1.61, 0.24], [-4.99, 0.28, 2.19], [-6.55, 1.10, 2.08], [-5.99, 0.08, 0.75], [-4.76, 2.73, 1.66], [-6.44, 3.42, 0.05], [-6.25, 1.92, -0.89], [8.25, 1.26, 0.25], [6.76, 1.07, 0.09], [6.19, -0.18, 0.72], [5.04, -0.43, -0.11], [5.29, 0.11, -1.33], [4.62, -0.07, -2.29], [6.40, 0.87, -1.29], [8.60, 2.07, -0.39], [8.49, 1.50, 1.29], [8.79, 0.36, -0.04], [6.23, 1.95, 0.45], [5.88, -0.06, 1.75], [6.86, -1.04, 0.63]],
  "lowdin_charge": [0.00, -0.50, 0.08, -0.11, -0.03, -0.19, -0.16, -0.17, -0.13, -0.14, 0.02, -0.13, 0.46, -0.24, -0.11, -0.10, -0.22, 0.10, 0.00, -0.03, -0.33, 0.12, 0.03, 0.03, -0.31, 0.11, 0.08, 0.08, 0.08, 0.09, 0.09, 0.08, 0.11, 0.13, 0.12, 0.09, 0.09, 0.11, 0.10, 0.12, 0.12, 0.10, 0.07, 0.13, 0.13, -0.02, -0.31, -0.09, 0.06, -0.58, 0.16, 0.08, 0.10, 0.07, 0.08, 0.16, 0.14, 0.14, -0.01, -0.32, -0.08, 0.07, -0.55, 0.17, 0.07, 0.08, 0.09, 0.09, 0.16, 0.14, 0.14, -0.02, -0.32, -0.09, 0.04, -0.57, 0.16, 0.09, 0.09, 0.09, 0.09, 0.16, 0.13, 0.14]
}


No. 3
{
  "formula": "C29H38Cl2N4P2Zn",
  "method": "ωB97M-V/def2-TZVPD",
  "homo_ev": -7.285,
  "homo_lumo_gap_ev": 7.41,
  "e_tot_ha": -4729.2950,
  "charge": 0,
  "species": ["Zn", "C", "C", "C", "P", "C", "C", "C", "C", "C", "C", "C", "C", "C", "N", "C", "C", "C", "C", "C", "C", "P", "C", "C", "C", "C", "C", "C", "H", "H", "H", "H", "H", "H", "H", "H", "H", "H", "H", "H", "H", "H", "H", "H", "H", "H", "H", "H", "H", "H", "H", "H", "H", "H", "H", "H", "H", "H", "H", "H", "H", "H", "H", "H", "N", "C", "C", "C", "N", "C", "N", "Cl", "C", "Cl", "H", "H"],
  "xyz": [[0.58, -0.02, -0.11], [1.34, -3.73, -0.42], [0.57, -3.54, 0.89], [-0.06, -4.86, 1.30], [-0.59, -2.12, 0.69], [-2.19, -2.92, 0.18], [-2.87, -2.05, -0.88], [-3.21, -3.23, 1.28], [-0.84, -1.40, 2.32], [-0.62, -2.05, 3.53], [-0.96, -1.46, 4.74], [-1.41, -0.15, 4.76], [-1.39, 0.62, 3.59], [-1.10, 0.02, 2.35], [-0.88, 0.68, 1.14], [-1.78, 1.63, 0.71], [-3.04, 1.91, 1.33], [-3.98, 2.77, 0.78], [-3.72, 3.30, -0.49], [-2.49, 3.05, -1.15], [-1.49, 2.30, -0.52], [0.07, 1.95, -1.35], [1.07, 3.45, -0.96], [1.29, 3.61, 0.55], [0.50, 4.75, -1.55], [-0.25, 2.01, -3.16], [1.08, 1.96, -3.94], [-1.16, 0.84, -3.60], [2.09, -4.52, -0.34], [1.84, -2.78, -0.73], [0.65, -4.00, -1.26], [1.26, -3.16, 1.69], [-0.50, -5.40, 0.42], [-0.86, -4.76, 2.07], [0.71, -5.55, 1.69], [-1.85, -3.87, -0.26], [-3.23, -1.09, -0.48], [-3.77, -2.57, -1.30], [-2.24, -1.82, -1.75], [-3.77, -2.30, 1.56], [-2.70, -3.63, 2.16], [-3.97, -3.98, 0.93], [-0.20, -3.05, 3.54], [-0.84, -2.02, 5.66], [-1.69, 0.32, 5.71], [-1.59, 1.68, 3.65], [-3.22, 1.40, 2.26], [-4.90, 2.99, 1.30], [-4.47, 3.91, -0.95], [-2.35, 3.43, -2.16], [2.05, 3.24, -1.44], [0.34, 3.91, 1.05], [2.03, 4.42, 0.72], [1.69, 2.70, 1.01], [-0.46, 4.99, -1.11], [0.37, 4.74, -2.66], [1.22, 5.56, -1.30], [-0.77, 2.96, -3.39], [1.49, 0.96, -3.82], [1.84, 2.68, -3.62], [0.91, 2.12, -5.03], [-0.60, -0.09, -3.52], [-1.50, 0.99, -4.65], [-2.08, 0.81, -2.97], [2.31, -0.44, 0.87], [3.32, -1.00, 1.03], [4.38, -1.85, 1.24], [4.23, -2.92, 2.12], [4.18, -3.89, 2.76], [5.58, -1.82, 0.55], [6.58, -1.86, -0.06], [3.93, 1.05, -1.58], [5.23, 1.59, -2.73], [6.53, 0.39, -2.87], [5.57, 2.56, -2.36], [4.75, 1.68, -3.68]],
  "lowdin_charge": [0.49, -0.14, -0.56, -0.12, 1.06, -0.53, -0.14, -0.10, -0.31, -0.09, -0.09, -0.07, -0.03, -0.30, -0.10, -0.29, -0.03, -0.07, -0.10, -0.10, -0.32, 1.03, -0.56, -0.11, -0.10, -0.56, -0.12, -0.12, 0.08, 0.05, 0.09, 0.10, 0.09, 0.07, 0.09, 0.09, 0.08, 0.09, 0.06, 0.09, 0.05, 0.10, 0.10, 0.10, 0.11, 0.11, 0.08, 0.10, 0.08, 0.10, 0.07, 0.09, 0.09, 0.06, 0.07, 0.08, 0.09, 0.09, 0.07, 0.06, 0.09, 0.07, 0.09, 0.08, 0.10, -0.20, -0.29, -0.25, 0.14, -0.25, 0.13, 0.51, -0.96, 0.52, 0.03, 0.00]
}


Number 1: LUMO level -5.5 eV. Number 2: LUMO level -1.0 eV. Number 3: LUMO level 0.1 eV.